The following is a quantum chemistry calculation of one molecule with the formula C6H9N, from the OMol25 dataset.

The geometry in ORCA input format:
```
! RIJCOSX wB97M-V def2-TZVPD def2/J DEFGRID3
* xyz 0 1
C 1.91457 -0.32530 -0.62844
C 0.58830 0.29438 -0.29248
C 0.29789 1.69008 -0.37844
C -0.95920 1.89101 0.12634
N -1.45222 0.66803 0.49713
C -0.52577 -0.31725 0.24101
C -0.86324 -1.75555 0.49662
H 2.20458 -0.15516 -1.67171
H 1.92353 -1.40456 -0.44617
H 2.69832 0.11522 -0.00036
H 0.95117 2.45104 -0.78793
H -1.54124 2.79320 0.25514
H -2.33719 0.51010 0.95009
H -0.36730 -2.40634 -0.23011
H -1.94195 -1.91579 0.37885
H -0.58534 -2.10033 1.50010
*
```

Properties
E_LUMO in eV: 1.059
E_HOMO in eV: -7.82
Kohn-Sham gap in eV: 8.88
ΔE to the lowest compared entry with this formula, charge and spin in kcal/mol: 2.3
DFT total energy in Ha: -288.7784